A 2-piece molecular cluster, C2H8N2O overall, computed with ωB97M-V with the def2-TZVPD basis set.

Results
HOMO energy (alpha / beta) = -15.42 / -15.41 eV
Charge = +1
E_LUMO (alpha / beta) = -4.52 / -9.44 eV
Multiplicity = 2
ΔE to the lowest compared entry with this formula, charge and spin = 3.051 eV

Last columns: bonded neighbours and bond lengths (Å).
Geometry (Å):
1 C 1.50663 -0.61971 -0.20251  N2 1.470, H5 1.130, H6 1.133, H7 1.132
2 N 0.58204 0.35629 0.39107  C1 1.470, C3 1.414, H8 0.981
3 C -0.33949 1.19356 -0.27833  N2 1.414, N4 1.248, H9 1.172
4 N -0.50370 2.38550 0.05162  C3 1.248, H10 1.013
5 H 2.05885 -1.33886 0.47102  C1 1.130
6 H 0.89042 -1.36130 -0.79765  C1 1.133
7 H 2.26537 -0.11342 -0.87330  C1 1.132
8 H 1.17932 0.92738 0.92028  N2 0.981
9 H -0.84108 0.82866 -1.27326  C3 1.172
10 H -1.39521 2.71041 -0.30395  N4 1.013
11 H -0.61926 -3.08150 -0.06573  O13 0.957
12 H -0.78628 -1.80566 0.67387  O13 0.965
13 O -1.28792 -2.42516 0.12936  H11 0.957, H12 0.965